{
  "formula": "C6H12O",
  "method": "ωB97M-V/def2-TZVPD",
  "homo_energy_ev": -8.8,
  "de_lowest_kj_mol": 72.0,
  "smiles": "C=C(O)CCCC",
  "lumo_ev": 0.93,
  "elements": ["C", "C", "O", "C", "C", "C", "C", "H", "H", "H", "H", "H", "H", "H", "H", "H", "H", "H", "H"],
  "coordinates": [[2.02, -0.56, 0.34], [1.28, 0.50, 0.67], [1.15, 0.93, 1.95], [0.40, 1.28, -0.26], [-1.09, 0.98, 0.02], [-1.40, -0.52, 0.09], [-0.98, -1.27, -1.18], [2.16, -0.86, -0.70], [2.49, -1.18, 1.10], [1.76, 0.42, 2.50], [0.58, 2.35, -0.13], [0.64, 1.02, -1.30], [-1.39, 1.46, 0.96], [-1.70, 1.43, -0.77], [-2.47, -0.66, 0.30], [-0.87, -0.95, 0.95], [0.02, -1.69, -1.06], [-1.67, -2.08, -1.43], [-0.95, -0.59, -2.05]]
}